This record from the OMol25 dataset describes C4H6OS in the gas phase. The level of theory is ωB97M-V/def2-TZVPD.

Computed properties:
HOMO-LUMO gap in eV: 8.53
Molecular weight in g mol⁻¹: 102.2
Electronic energy in eV: -17127.0011
SMILES string: CC(=S)CC=O

```
! RIJCOSX wB97M-V def2-TZVPD def2/J DEFGRID3
* xyz 0 1
C 1.631 -0.711 0.409
C 0.622 0.311 0.012
S 1.059 1.871 0.015
C -0.741 -0.166 -0.385
C -1.906 0.779 -0.139
O -3.038 0.404 -0.043
H 1.621 -0.811 1.497
H 1.438 -1.688 -0.028
H 2.626 -0.368 0.130
H -0.957 -1.139 0.066
H -0.732 -0.322 -1.473
H -1.622 1.840 -0.062
*
```

Just the Löwdin charges please, in e? Sure, here they are: atom 1 (C): -0.1406, atom 2 (C): -0.8121, atom 3 (S): 0.7583, atom 4 (C): -0.1870, atom 5 (C): -0.2794, atom 6 (O): 0.0646, atom 7 (H): 0.0937, atom 8 (H): 0.0792, atom 9 (H): 0.0684, atom 10 (H): 0.1258, atom 11 (H): 0.1434, atom 12 (H): 0.0855